Entry 1:
# H2NP2

2 unconnected molecules or ions with the total composition H2NP2 in a non-equilibrium geometry (wB97M-V/def2-TZVPD, the OMol25 dataset).

Summary:
Max |F| = 2.63 eV/Å
LUMO energy (spin up / spin down) = -8.4 / -9.0 eV
2S+1 = 1
E_HOMO (spin up / spin down) = -0.57022 / -0.46375 Eh
Energy above the lowest of the compared OMol25 structures with the same formula, charge and spin = 134.2 kcal per mole
Net charge = +1

Geometry as XYZ:
```
5
H2NP2 wB97M-V/def2-TZVPD
N 0.43 -0.13 -0.45
P -2.15 -0.45 2.25
P 1.38 0.43 -1.42
H -1.97 -1.33 1.15
H 2.32 1.48 -1.53
```



Entry 2:
# C32H52N9O7

9 unconnected molecules or ions with the total composition C32H52N9O7 in a non-equilibrium geometry (wB97M-V/def2-TZVPD, the OMol25 dataset).

Summary:
Max |F| = 11.37 eV/Å
LUMO energy = -5.6 eV
2S+1 = 1
E_HOMO = -0.35565 Eh
Energy above the lowest of the compared OMol25 structures with the same formula, charge and spin = 61.0 kcal per mole
Net charge = +1

Geometry as XYZ:
```
100
C32H52N9O7 wB97M-V/def2-TZVPD
C 0.77 2.71 1.19
C 0.98 2.49 -0.39
C 2.36 1.91 -0.63
C 2.48 0.42 -0.36
C 1.50 -0.35 -1.25
C 0.04 0.20 -0.83
N -0.15 1.65 -0.90
O -1.38 2.10 -0.98
C -0.43 -0.40 0.50
C -0.87 -0.45 -1.95
C 0.90 3.87 -1.15
H 0.81 1.80 1.60
H -0.24 3.16 1.38
H 1.56 3.47 1.57
H 2.96 2.35 0.12
H 2.66 2.15 -1.65
H 2.28 0.51 0.79
H 3.71 0.33 -0.38
H 1.32 -1.29 -1.02
H 1.69 0.02 -2.33
H -0.14 -0.07 1.60
H -0.33 -1.45 0.57
H -1.61 -0.37 0.61
H -0.61 -0.17 -2.86
H -1.88 -0.55 -2.04
H -0.63 -1.53 -2.06
H 0.13 4.41 -0.76
H 0.39 3.61 -2.18
H 1.77 4.59 -1.18
N -0.10 6.04 1.94
C -0.98 6.32 0.95
C -2.34 5.77 1.41
C -2.10 5.20 2.76
C -0.73 5.51 3.11
H 0.93 6.34 1.92
H -0.78 6.82 0.06
H -3.28 5.73 0.78
H -2.84 4.64 3.52
H 0.16 5.44 3.97
N -2.18 -1.86 6.67
C -1.03 -2.22 7.26
C 0.08 -2.34 6.16
C -0.59 -2.09 4.86
C -2.10 -1.82 5.24
H -3.12 -1.71 7.22
H -1.09 -2.42 8.29
H 1.12 -2.61 6.18
H -0.28 -2.03 3.77
H -3.11 -1.57 4.65
N 0.30 -5.63 -1.43
C 0.76 -4.26 -1.39
C 1.43 -4.12 -2.76
C 1.09 -5.33 -3.52
C 0.52 -6.27 -2.46
H 0.06 -6.19 -0.63
H 0.53 -3.49 -0.73
H 1.93 -3.11 -3.29
H 1.11 -5.46 -4.78
H 0.12 -7.40 -2.62
N 2.43 1.74 4.09
C 2.82 0.56 3.54
C 4.11 0.91 2.63
C 4.20 2.50 2.71
C 3.12 2.90 3.75
H 1.62 1.99 4.66
H 2.35 -0.43 3.84
H 4.86 0.23 2.12
H 4.98 3.07 2.10
H 2.86 3.93 3.94
N 2.84 -0.22 -4.65
C 1.52 -0.13 -5.10
C 0.92 1.18 -4.94
C 2.20 2.07 -4.42
C 3.32 1.01 -4.23
H 3.54 -1.02 -4.66
H 1.10 -1.19 -5.33
H 0.01 1.46 -5.16
H 2.03 3.14 -4.13
H 4.28 1.37 -4.05
C -4.17 3.03 -4.80
N -3.01 2.10 -4.78
O -2.88 1.36 -3.73
O -2.46 1.92 -5.87
H -4.57 3.07 -5.80
H -3.82 4.08 -4.56
H -4.98 2.52 -4.21
C -2.23 -4.82 2.35
N -0.76 -4.90 2.40
O -0.29 -5.81 3.05
O -0.12 -3.91 2.04
H -2.39 -4.92 1.36
H -2.44 -3.93 2.76
H -2.65 -5.47 2.85
C -3.21 -4.96 -1.77
N -3.02 -3.49 -1.61
O -2.30 -3.09 -0.73
O -3.47 -2.64 -2.39
H -2.99 -5.34 -2.68
H -4.32 -5.25 -1.58
H -2.61 -5.58 -1.21
```



Entry 3:
# C3H8O2P

A molecular structure, C3H8O2P in a non-equilibrium geometry (wB97M-V/def2-TZVPD, the OMol25 dataset).

Summary:
Max |F| = 3.97 eV/Å
LUMO energy = 4.0 eV
2S+1 = 1
E_HOMO = -0.09787 Eh
Energy above the lowest of the compared OMol25 structures with the same formula, charge and spin = 102.1 kcal per mole
Net charge = -1

Geometry as XYZ:
```
14
C3H8O2P wB97M-V/def2-TZVPD
C -0.70 1.94 1.18
C 0.94 -1.08 -1.61
C -0.63 0.63 0.39
O 1.07 -2.63 -1.34
O 0.63 2.01 -1.76
P -0.30 0.84 -1.46
H -0.60 1.85 2.36
H 0.09 2.59 0.80
H -1.82 2.29 1.12
H 1.12 -0.93 -2.74
H 1.83 -0.63 -1.14
H 0.18 -2.84 -1.10
H -1.53 0.17 0.45
H 0.12 -0.08 0.79
```